[1]
DFT (wB97M-V/def2-TZVPD) results for C15H13N4O9RuS3 as an isolated structure.

Total charge: -2
Spin multiplicity: 2
Kohn-Sham gap (spin up / spin down) (eV): 6.85 / 6.73
Expectation value of S²: 0.755
Relative energy (zero: lowest compared OMol25 entry of this formula, charge and spin) (kJ/mol): 0.0

```
45
C15H13N4O9RuS3 (wB97M-V/def2-TZVPD)
Ru -1.632 -0.068 0.884
O -2.304 3.076 -4.253
C -2.193 2.407 -3.072
C -1.820 3.055 -1.897
C -1.730 2.301 -0.746
N -2.003 1.008 -0.780
C -2.343 0.361 -1.886
C -2.460 1.040 -3.080
C -2.524 -1.139 -1.660
O -2.833 -1.851 -2.599
O -2.319 -1.508 -0.438
C -1.311 2.789 0.638
O -1.057 3.971 0.797
O -1.293 1.857 1.531
H -2.036 3.991 -4.116
H -1.589 4.113 -1.857
H -2.730 0.515 -3.985
S -3.697 -0.053 1.951
C -3.030 -1.027 3.193
S -1.361 -1.320 2.849
C -3.715 -1.508 4.299
C -5.091 -1.215 4.499
N -6.207 -0.980 4.674
C -3.071 -2.318 5.274
N -2.569 -2.982 6.075
C 0.681 -2.872 0.353
N 1.677 -1.935 -0.133
C 3.018 -2.445 -0.383
C 1.429 -0.637 -0.270
O 0.360 -0.065 -0.001
H 0.838 -3.829 -0.146
H -0.321 -2.519 0.126
H 0.769 -3.020 1.432
H 2.975 -3.238 -1.133
H 3.438 -2.855 0.537
H 3.666 -1.646 -0.738
H 2.270 -0.064 -0.675
C 5.141 2.018 -0.090
S 5.394 0.654 -1.214
O 6.385 1.126 -2.170
O 4.072 0.413 -1.804
O 5.846 -0.451 -0.371
H 4.788 2.874 -0.661
H 6.092 2.246 0.389
H 4.401 1.732 0.656
```

Atomic partial charges in e from the Löwdin method, atoms 1 to 2: number 1, Ru, carries 0.95; number 2, O, carries 0.06

[2]
DFT (wB97M-V/def2-TZVPD) results for C27H33MoO2 as an isolated structure at a distorted geometry.

Total charge: +1
Spin multiplicity: 3
Kohn-Sham gap (spin up / spin down) (eV): 6.38 / 6.71
Expectation value of S²: 2.050

```
63
C27H33MoO2 (wB97M-V/def2-TZVPD)
O 0.495 0.197 -7.361
C 0.332 1.528 -7.906
C 0.175 1.060 -9.344
H 1.219 2.147 -7.732
H -0.562 1.996 -7.480
C 0.335 -0.346 -8.718
H 0.996 1.410 -9.971
H -0.816 1.335 -9.715
C 1.612 -1.105 -9.002
H 2.487 -0.463 -8.850
H 1.644 -1.507 -10.014
H 1.688 -1.928 -8.283
C -0.908 -1.216 -8.769
H -1.797 -0.659 -8.442
H -0.781 -2.067 -8.084
H -1.094 -1.590 -9.784
Mo -0.330 0.016 0.492
C -2.420 -0.610 1.139
C -2.236 0.805 1.349
C -1.983 1.420 0.080
H -2.352 1.312 2.302
C -2.027 0.378 -0.937
C -2.346 -0.861 -0.283
H -2.598 -1.799 -0.778
H -2.733 -1.324 1.900
H -1.824 2.480 -0.109
H -1.913 0.538 -2.016
C 1.467 -1.857 1.590
C 0.310 -2.182 0.800
C 0.572 -1.712 -0.568
H -0.484 -2.874 1.088
C 1.824 -0.969 -0.523
C 2.385 -1.153 0.777
H 3.405 -0.905 1.074
H 1.636 -2.201 2.607
H 0.011 -1.987 -1.463
H 2.288 -0.527 -1.413
O 1.618 0.377 -3.982
C 0.348 -0.213 -4.346
C -0.582 0.911 -4.929
H -0.099 -0.582 -3.397
H 0.522 -1.078 -5.035
C 0.323 2.168 -4.865
H -1.458 1.098 -4.283
H -0.970 0.683 -5.928
C 1.190 1.765 -3.641
H -0.245 3.092 -4.767
H 0.924 2.233 -5.802
H 0.490 1.745 -2.759
H 2.076 2.389 -3.390
C 0.675 1.349 1.483
C 0.996 1.616 2.655
C 1.328 1.985 3.962
C 0.450 2.827 4.685
C 0.695 3.062 6.037
C 1.820 2.489 6.651
C 2.724 1.703 5.920
C 2.491 1.457 4.567
H -0.413 3.267 4.172
H -0.015 3.660 6.605
H 1.969 2.621 7.717
H 3.588 1.246 6.396
H 3.181 0.853 3.965
```

Atomic partial charges in e from the Löwdin method, atoms 1 to 2: number 1, O, carries -0.14; number 2, C, carries -0.20

[3]
DFT (wB97M-V/def2-TZVPD) results for one molecule with the formula C5H8O at a distorted geometry.

Spin multiplicity: 1
Kohn-Sham gap (eV): 11.11
Structure (SMILES): C#CC(C)(C)O
Relative energy (zero: lowest compared OMol25 entry of this formula, charge and spin) (kJ/mol): 301.9

```
14
C5H8O (wB97M-V/def2-TZVPD)
C 0.132 -0.057 -1.508
C -0.233 0.091 -0.058
C -0.381 -1.342 0.490
C 0.734 0.927 0.646
C 1.390 1.634 1.348
H -0.823 -0.339 -2.032
H 0.535 0.982 -1.846
H 0.863 -1.016 -1.703
H 0.517 -1.974 0.630
H -1.140 -1.869 -0.180
H -0.874 -1.322 1.531
H -1.446 1.349 0.808
H 2.155 2.111 2.010
O -1.430 0.826 -0.136
```

Atomic partial charges in e from the Löwdin method, atoms 1 to 2: number 1, C, carries -0.07; number 2, C, carries -0.74

[4]
DFT (wB97M-V/def2-TZVPD) results for one molecule with the formula C14H11ClFN3S2 at a distorted geometry.

Spin multiplicity: 1
Kohn-Sham gap (eV): 8.50
Structure (SMILES): Cn1c(SCc2c(F)cccc2Cl)nnc1-c1cccs1

```
32
C14H11ClFN3S2 (wB97M-V/def2-TZVPD)
C -3.083 1.102 0.590
N -1.663 0.936 0.474
C -0.973 -0.243 0.533
N 0.313 -0.035 0.441
N 0.499 1.281 0.322
C -0.668 1.877 0.336
C -0.829 3.296 0.231
C -1.923 4.058 -0.085
C -1.639 5.437 -0.099
C -0.342 5.706 0.204
S 0.570 4.284 0.508
H 0.137 6.663 0.265
H -2.371 6.191 -0.326
H -2.891 3.660 -0.327
S -1.769 -1.775 0.697
C -0.319 -2.878 0.897
C 0.614 -2.822 -0.265
C 0.192 -3.209 -1.534
C 1.003 -3.148 -2.650
C 2.298 -2.683 -2.503
C 2.765 -2.307 -1.257
C 1.932 -2.379 -0.151
Cl 2.569 -1.930 1.378
H 3.776 -1.952 -1.135
H 2.947 -2.618 -3.362
H 0.614 -3.459 -3.606
F -1.067 -3.672 -1.678
H 0.183 -2.592 1.819
H -0.770 -3.867 0.998
H -3.302 1.950 1.239
H -3.534 1.265 -0.391
H -3.505 0.195 1.023
```

Atomic partial charges in e from the Löwdin method, atoms 1 to 2: number 1, C, carries -0.03; number 2, N, carries -0.05

[5]
DFT (wB97M-V/def2-TZVPD) results for C30H47BrN3O2PSZr as an isolated structure.

Total charge: +2
Spin multiplicity: 1
Kohn-Sham gap (eV): 7.11
Relative energy (zero: lowest compared OMol25 entry of this formula, charge and spin) (kJ/mol): 0.0

```
86
C30H47BrN3O2PSZr (wB97M-V/def2-TZVPD)
Zr 1.076 -0.480 -0.169
O -2.094 -4.039 -3.068
C -1.087 -3.685 -3.933
C -0.887 -4.324 -5.145
C 0.147 -3.911 -5.972
C 0.974 -2.864 -5.593
C 0.765 -2.234 -4.376
C -0.259 -2.642 -3.532
C -0.525 -1.956 -2.218
O 0.428 -0.988 -1.907
N -0.463 -2.938 -1.117
N -0.233 -2.354 0.106
C -0.613 -2.944 1.179
C -0.169 -2.544 2.493
Br 1.416 -1.437 2.511
C -0.646 -2.949 3.676
C -1.863 -3.735 3.866
C -1.886 -4.675 4.901
C -3.006 -5.463 5.097
C -4.123 -5.296 4.288
C -4.125 -4.335 3.286
C -3.000 -3.555 3.073
H -2.657 -4.709 -3.472
H -1.537 -5.138 -5.443
H 0.299 -4.409 -6.920
H 1.769 -2.534 -6.247
H 1.382 -1.394 -4.083
H -1.516 -1.482 -2.241
H -1.214 -3.622 -1.140
H -1.240 -3.833 1.133
H -0.085 -2.698 4.570
H -1.020 -4.796 5.539
H -3.014 -6.198 5.889
H -5.003 -5.902 4.454
H -5.010 -4.179 2.685
H -3.029 -2.763 2.334
C -2.549 2.979 -0.498
C -1.130 3.228 -1.038
C -0.992 2.308 -2.264
C -1.012 4.692 -1.477
P 0.110 2.738 0.271
N 0.195 1.124 0.308
C 1.843 3.360 -0.155
C 2.915 2.663 0.706
C 2.008 4.875 0.020
C 2.152 2.994 -1.616
C -0.419 3.310 1.967
C 0.753 3.151 2.948
C -1.533 2.384 2.487
C -0.890 4.769 2.002
H -3.244 3.130 -1.325
H -2.836 3.668 0.292
H -2.674 1.955 -0.146
H -1.806 2.554 -2.948
H -1.093 1.259 -1.989
H -0.065 2.436 -2.813
H -1.848 4.911 -2.144
H -0.100 4.890 -2.036
H -1.069 5.394 -0.646
H 2.981 3.059 1.713
H 3.886 2.808 0.231
H 2.729 1.586 0.787
H 1.927 5.184 1.060
H 1.292 5.447 -0.566
H 3.007 5.156 -0.323
H 1.988 1.932 -1.822
H 3.204 3.209 -1.811
H 1.571 3.578 -2.324
H 1.180 2.147 2.917
H 0.367 3.313 3.956
H 1.539 3.885 2.789
H -1.214 1.342 2.478
H -2.464 2.466 1.936
H -1.738 2.668 3.520
H -0.136 5.465 1.638
H -1.099 5.031 3.041
H -1.807 4.931 1.440
C 4.785 -0.856 0.442
S 3.669 -0.738 -0.978
C 3.658 -2.450 -1.573
H 5.784 -1.077 0.073
H 4.458 -1.632 1.130
H 4.792 0.113 0.937
H 3.395 -3.136 -0.769
H 4.648 -2.683 -1.957
H 2.926 -2.515 -2.376
```

Atomic partial charges in e from the Löwdin method, atoms 1 to 2: number 1, Zr, carries 1.31; number 2, O, carries 0.05

[6]
DFT (wB97M-V/def2-TZVPD) results for C33H32B2F4HfN8OPS4 as an isolated structure at a distorted geometry.

Total charge: +1
Spin multiplicity: 1
Kohn-Sham gap (eV): 7.97
Relative energy (zero: lowest compared OMol25 entry of this formula, charge and spin) (kJ/mol): 0.0

```
86
C33H32B2F4HfN8OPS4 (wB97M-V/def2-TZVPD)
Hf -0.406 1.331 0.665
C 3.483 2.264 2.938
N 3.401 0.913 2.523
C 3.842 -0.148 3.227
C 3.654 -1.274 2.525
N 3.101 -0.872 1.320
B 2.607 -1.885 0.243
N 1.542 -2.755 1.002
C 1.652 -4.130 1.028
C 0.562 -4.651 1.671
N -0.167 -3.557 2.053
C -1.455 -3.610 2.723
C 0.450 -2.432 1.628
S -0.044 -0.818 2.109
C 2.917 0.437 1.341
S 2.184 1.391 0.052
H 4.346 2.322 3.608
H 2.613 2.548 3.491
H 3.618 2.923 2.092
H 4.287 0.031 4.213
H 3.864 -2.292 2.834
H 3.502 -2.655 -0.043
H 2.069 -1.298 -0.674
H 2.442 -4.637 0.470
H 0.238 -5.680 1.838
H -2.091 -4.349 2.283
H -1.889 -2.627 2.708
H -1.229 -3.806 3.777
N -2.785 -0.054 3.359
C -1.913 0.839 3.698
N -1.193 1.619 2.869
C -0.540 2.630 3.619
C -0.581 2.460 4.946
S -1.601 1.146 5.382
C 0.071 3.725 2.922
C 0.601 4.812 3.478
S 1.327 5.755 2.303
C 0.974 4.576 1.088
N 0.307 3.540 1.583
N 1.344 4.634 -0.169
H -3.092 0.020 2.377
H -3.406 -0.475 4.043
H -0.157 3.084 5.688
H 0.492 5.197 4.489
H 1.652 5.542 -0.467
H 0.816 4.092 -0.823
O -3.397 0.396 0.920
C -2.546 0.605 0.081
C -2.959 0.336 -1.335
C -4.303 0.350 -1.634
C -4.742 -0.063 -2.905
C -3.771 -0.502 -3.812
C -2.452 -0.530 -3.492
C -2.018 -0.083 -2.253
P -0.308 -0.199 -1.699
C 0.602 0.347 -3.181
C -0.063 1.134 -4.125
C 0.567 1.480 -5.315
C 1.834 1.005 -5.552
C 2.560 0.321 -4.605
C 1.941 -0.034 -3.399
C -0.223 -2.034 -1.711
C 0.534 -2.724 -2.636
C 0.352 -4.085 -2.785
C -0.468 -4.754 -1.939
C -1.240 -4.059 -1.037
C -1.131 -2.699 -0.908
H -5.023 0.726 -0.893
H -5.750 0.047 -3.198
H -4.053 -0.787 -4.804
H -1.723 -0.892 -4.210
H -1.045 1.502 -3.938
H 0.056 2.064 -6.082
H 2.397 1.257 -6.460
H 3.558 0.014 -4.833
H 2.511 -0.561 -2.634
H 1.204 -2.235 -3.347
H 0.985 -4.600 -3.510
H -0.528 -5.839 -1.954
H -1.954 -4.669 -0.445
H -1.801 -2.189 -0.212
F -2.451 3.435 0.392
B -1.984 3.741 -0.864
F -2.649 3.249 -1.877
F -1.416 4.959 -0.969
F -0.511 2.746 -0.875
```

Atomic partial charges in e from the Löwdin method, atoms 1 to 2: number 1, Hf, carries 1.32; number 2, C, carries -0.01

[7]
DFT (wB97M-V/def2-TZVPD) results for a 2-piece molecular cluster, C2H7S overall at a distorted geometry.

Total charge: -1
Spin multiplicity: 1
Kohn-Sham gap (eV): 6.52
Relative energy (zero: lowest compared OMol25 entry of this formula, charge and spin) (kJ/mol): 104.2

```
10
C2H7S (wB97M-V/def2-TZVPD)
S -1.235 1.448 -0.496
H -0.401 0.433 0.100
C 1.704 -0.984 0.817
C 0.551 -1.624 0.081
H 2.226 -1.688 1.408
H 2.357 -0.476 0.109
H 1.527 -0.002 1.390
H 0.763 -2.545 -0.600
H -0.067 -0.990 -0.466
H -0.178 -2.246 0.605
```

Atomic partial charges in e from the Löwdin method, atoms 1 to 2: number 1, S, carries -0.40; number 2, H, carries -0.43

[8]
DFT (wB97M-V/def2-TZVPD) results for C16H26EuFGaNO3 as an isolated structure at a distorted geometry.

Total charge: +1
Spin multiplicity: 8
Kohn-Sham gap (spin up / spin down) (eV): 4.05 / 4.21
Expectation value of S²: 15.762
Relative energy (zero: lowest compared OMol25 entry of this formula, charge and spin) (kJ/mol): 0.0

```
49
C16H26EuFGaNO3 (wB97M-V/def2-TZVPD)
C -4.880 1.784 -0.850
C -3.503 2.366 -0.735
O -3.159 3.051 0.216
O -2.783 2.035 -1.763
C -1.352 2.417 -1.914
Ga 0.016 1.437 -0.736
C 1.503 2.710 -0.282
C 2.782 2.079 0.264
C 2.621 1.277 1.541
N 2.140 -0.084 1.313
C 3.106 -0.979 0.685
C 2.402 -2.118 0.025
C 2.373 -2.263 -1.342
C 1.678 -3.292 -1.943
C 0.996 -4.207 -1.161
C 1.027 -4.097 0.204
C 1.720 -3.059 0.790
O 1.782 -2.915 2.142
C -1.115 0.997 0.951
C -1.933 -0.258 0.973
C -2.246 -0.931 -0.320
F -1.378 -1.179 1.858
H -4.864 0.800 -1.293
H -5.479 2.419 -1.489
H -5.337 1.740 0.133
H -1.163 2.195 -2.952
H -1.252 3.488 -1.781
H 0.602 0.183 -1.521
H 1.189 3.548 0.333
H 1.754 3.148 -1.246
H 3.499 2.862 0.496
H 3.225 1.479 -0.524
H 3.547 1.284 2.119
H 1.872 1.773 2.153
H 1.825 -0.504 2.175
H 3.849 -1.353 1.387
H 3.623 -0.417 -0.078
H 2.898 -1.537 -1.935
H 1.656 -3.371 -3.014
H 0.449 -5.002 -1.633
H 0.513 -4.815 0.820
H 1.067 -3.429 2.528
H -0.481 1.002 1.842
H -1.710 1.905 0.978
H -2.941 -0.008 1.430
H -1.321 -1.303 -0.742
H -2.887 -1.788 -0.136
H -2.761 -0.272 -1.001
Eu -3.170 1.199 3.036
```

Atomic partial charges in e from the Löwdin method, atoms 1 to 2: number 1, C, carries 0.02; number 2, C, carries -0.62

[9]
DFT (wB97M-V/def2-TZVPD) results for C21H31F5FeP2 as an isolated structure at a distorted geometry.

Spin multiplicity: 5
Kohn-Sham gap (spin up / spin down) (eV): 5.66 / 7.50
Expectation value of S²: 6.042
Relative energy (zero: lowest compared OMol25 entry of this formula, charge and spin) (kJ/mol): 0.0

```
60
C21H31F5FeP2 (wB97M-V/def2-TZVPD)
P 0.177 -1.797 -3.037
P 0.095 1.263 -2.917
C -0.181 -0.916 -4.669
C 0.353 0.499 -4.635
H -1.273 -0.937 -4.852
H 0.317 -1.482 -5.479
H 1.432 0.529 -4.886
H -0.190 1.113 -5.378
C -1.468 2.057 -3.524
H -1.780 2.836 -2.823
H -2.266 1.318 -3.637
H -1.264 2.523 -4.496
C 1.178 2.665 -3.440
H 0.820 3.039 -4.409
H 2.210 2.315 -3.544
H 1.130 3.459 -2.691
C -0.913 -3.182 -3.564
H -0.792 -4.020 -2.874
H -0.613 -3.478 -4.579
H -1.954 -2.845 -3.570
C 1.713 -2.521 -3.775
H 2.492 -1.761 -3.891
H 1.452 -2.928 -4.759
H 2.080 -3.337 -3.148
Fe 0.057 -0.369 2.658
C 0.697 1.188 1.228
C -0.692 1.085 1.192
C -1.498 0.303 0.202
C -1.858 -1.150 0.591
C -0.795 -1.926 1.271
C 0.591 -1.829 1.098
C 1.293 -1.035 0.054
C 1.701 0.403 0.450
C 0.196 -1.788 4.022
H 1.121 2.046 1.783
H -1.261 1.834 1.770
H -1.012 0.330 -0.788
H -2.463 0.830 0.084
H -2.720 -1.132 1.282
H -2.221 -1.671 -0.316
H -1.156 -2.783 1.857
H 1.192 -2.600 1.598
H 0.702 -1.024 -0.879
H 2.226 -1.572 -0.195
H 2.611 0.335 1.071
H 2.000 0.942 -0.468
H 0.969 -1.446 4.734
H 0.425 -2.772 3.582
H -0.796 -1.776 4.513
F -2.439 0.628 4.443
C -1.286 1.185 4.915
C -0.073 0.867 4.322
C 1.045 1.464 4.901
F 2.291 1.172 4.429
C 0.962 2.358 5.987
F 2.092 2.926 6.491
C -0.265 2.656 6.539
F -0.365 3.522 7.580
C -1.405 2.062 6.016
F -2.619 2.323 6.560
```

Atomic partial charges in e from the Löwdin method, atoms 1 to 2: number 1, P, carries 0.87; number 2, P, carries 0.87

[10]
DFT (wB97M-V/def2-TZVPD) results for a 2-piece molecular cluster, C4H7NO2 overall.

Spin multiplicity: 1
Kohn-Sham gap (eV): 10.33
Structure (SMILES): O=C[C@@H]1NCC1=O.[H][H]
Relative energy (zero: lowest compared OMol25 entry of this formula, charge and spin) (kJ/mol): 302.8

```
14
C4H7NO2 (wB97M-V/def2-TZVPD)
O -0.631 -0.943 -1.737
C -0.156 -0.861 -0.643
C 1.101 -1.353 0.059
N 0.473 -0.985 1.348
C -0.612 -0.241 0.701
C -0.428 1.263 0.727
O 0.567 1.777 1.182
H -0.762 2.092 -2.257
H -1.037 1.403 -2.308
H 1.974 -0.745 -0.221
H 1.342 -2.414 -0.061
H 1.053 -0.358 1.900
H -1.632 -0.503 1.009
H -1.252 1.866 0.302
```

Atomic partial charges in e from the Löwdin method, atoms 1 to 2: number 1, O, carries 0.09; number 2, C, carries -0.34

[11]
DFT (wB97M-V/def2-TZVPD) results for one molecule with the formula C5H11N at a distorted geometry.

Spin multiplicity: 1
Kohn-Sham gap (eV): 10.51
Structure (SMILES): C=NCCCC
Relative energy (zero: lowest compared OMol25 entry of this formula, charge and spin) (kJ/mol): 162.6

```
17
C5H11N (wB97M-V/def2-TZVPD)
C 2.517 0.489 0.236
C 1.262 -0.383 0.220
C 0.071 0.537 0.471
N -1.369 -0.680 -0.879
C -1.323 -0.041 0.431
C -2.551 -0.880 -1.254
H 2.437 1.272 -0.530
H 3.432 -0.077 0.045
H 2.615 0.993 1.204
H 1.167 -0.883 -0.754
H 1.325 -1.177 0.974
H 0.066 1.257 -0.360
H 0.192 1.090 1.403
H -1.717 -0.607 1.292
H -1.987 0.834 0.340
H -3.368 -1.051 -0.545
H -2.770 -0.693 -2.294
```

Atomic partial charges in e from the Löwdin method, atoms 1 to 2: number 1, C, carries -0.13; number 2, C, carries -0.28